{"formula": "C14H11BrN4O4", "method": "ωB97M-V with the def2-TZVPD basis set", "total_energy_ev": -98887.9874, "e_lumo_ev": -0.28, "homo_ev": -7.84, "spin_multiplicity": 1, "smiles": "O=c1[nH]cc(/C=C2\\NN=C(c3ccc(Br)cc3)[C@H](O)O2)c(=O)[nH]1", "orbital_gap_ev": 7.6, "elements": ["O", "O", "Br", "N", "O", "O", "C", "C", "C", "C", "C", "C", "C", "C", "C", "C", "C", "C", "C", "N", "N", "N", "C", "H", "H", "H", "H", "H", "H", "H", "H", "H", "H", "H"], "xyz": [[5.079626, 0.125898, 3.580736], [2.954186, 2.168057, 6.851808], [-5.340071, 0.143499, -4.540796], [-0.477118, 0.217075, 0.396035], [1.152377, -1.342689, -2.103777], [2.222643, -0.032406, -0.548357], [4.080886, 0.673127, 3.941027], [3.019061, 1.791865, 5.719710], [-0.280745, 0.212325, -0.915017], [2.978125, 0.978916, 3.025373], [1.961893, 1.754985, 3.540101], [3.013324, 0.563464, 1.587447], [1.941164, 0.246398, 0.758319], [-3.886895, 0.184060, -2.148433], [-2.468439, 0.231071, -4.060238], [-2.794122, 0.227584, -1.288782], [-1.348942, 0.223701, -3.236852], [-3.727954, 0.134934, -3.509605], [-1.463302, 0.199282, -1.824114], [4.098686, 1.065641, 5.258514], [1.969067, 2.098570, 4.895805], [0.592803, 0.226461, 1.219375], [1.150201, -0.014930, -1.495758], [1.108478, -2.014684, -1.396358], [1.178459, 2.130644, 2.916982], [3.982567, 0.425635, 1.142311], [-4.912331, 0.270261, -1.761273], [-2.401131, 0.254748, -5.159718], [-2.940050, 0.260600, -0.212066], [-0.392893, 0.253915, -3.723530], [4.880744, 0.935645, 5.847161], [1.214722, 2.667147, 5.298354], [0.473925, -0.023865, 2.199480], [1.373077, 0.755087, -2.261845]], "forces_ev_per_angstrom": [[1.6328, -1.3632, -1.5007], [0.2451, 0.5648, 2.0266], [0.5434, -0.0624, -0.0689], [-0.0362, -0.1520, -2.2209], [0.0669, 1.4388, 0.2675], [-1.3103, 0.4500, 0.3406], [1.4110, -0.4425, -0.2695], [0.1295, 0.1364, 1.2329], [0.7342, -0.3624, 2.4102], [-2.3959, 1.0332, -0.0870], [1.7141, -0.9917, 0.4730], [-1.4931, -0.5245, -0.4386], [1.2723, 0.9753, 2.2533], [-0.5383, 0.2340, 1.3180], [-0.2020, -0.4448, -0.9714], [1.0961, -0.2299, -0.6380], [-0.1819, 0.0932, 0.8475], [-0.2741, 0.5206, -0.1771], [-1.0605, 0.3050, -0.1877], [-4.0566, 1.4785, -1.3844], [-0.5650, -0.1342, -2.1261], [1.6881, -0.1308, -0.9924], [-0.8658, -1.5400, -0.1513], [-0.0288, 0.6193, -0.2671], [-0.4446, 0.1933, -0.0183], [0.2139, 0.0263, -0.0310], [0.6181, -0.2616, 0.0254], [0.3012, 0.0079, 0.6881], [0.0505, 0.0309, -0.2422], [0.3576, -0.0595, 0.0209], [0.7909, -0.2388, 0.4331], [0.8581, -0.5156, -0.1593], [-0.3599, 0.1832, -0.6094], [0.0893, -0.8370, 0.2040]]}


{"formula": "C2H4N2OS3", "method": "ωB97M-V with the def2-TZVPD basis set", "total_energy_ev": -39670.1664, "e_lumo_ev": -0.23, "homo_ev": -8.84, "spin_multiplicity": 1, "smiles": "O=C(S)/C(=N/S)NS", "orbital_gap_ev": 8.6, "elements": ["C", "C", "H", "H", "H", "H", "N", "N", "O", "S", "S", "S"], "xyz": [[-0.084497, -0.233416, 0.147065], [-1.474094, -0.851556, 0.052191], [3.087256, -1.398778, 0.858973], [0.416582, -2.197354, 0.169785], [0.524504, 3.259429, 0.362543], [-1.908860, 1.545962, 0.011834], [0.865290, -1.214322, 0.243180], [-0.140667, 1.002689, 0.170932], [-1.647854, -2.087937, 0.282047], [2.538108, -1.011696, -0.320929], [1.211626, 2.052600, 0.090309], [-2.790826, 0.426940, -0.253995]], "forces_ev_per_angstrom": [[-0.6559, -2.4627, 0.0217], [-1.7919, -2.7752, 1.3862], [-0.0530, 0.2796, -0.3597], [1.0601, 2.1936, 0.0104], [0.4673, -1.5210, -0.3653], [-1.1583, -1.9171, -0.5033], [0.6344, -1.4906, -0.7696], [1.9499, 3.1751, -0.1870], [0.3355, 4.6633, -1.3494], [-1.4605, -0.4853, 0.9625], [-0.5939, 0.7755, 0.5872], [1.2664, -0.4352, 0.5663]]}


{"formula": "C7H8N3O2", "method": "ωB97M-V with the def2-TZVPD basis set", "charge": 1, "total_energy_ev": -15937.5233, "e_lumo_ev": [-6.64, -6.64], "homo_ev": [-14.14, -14.14], "spin_multiplicity": 1, "orbital_gap_ev": [7.5, 7.5], "elements": ["C", "C", "C", "C", "C", "C", "C", "N", "N", "N", "O", "O", "H", "H", "H", "H", "H", "H", "H", "H"], "xyz": [[0.993176, -0.473615, 1.478558], [2.288891, -0.509912, 0.738522], [-0.157164, -0.387588, 0.844103], [2.684792, 0.194387, -0.257343], [-0.371684, 0.085738, -0.543761], [0.501725, 1.221349, -0.959541], [-1.825802, 0.412163, -1.062407], [0.846779, 3.316219, 0.222239], [0.629344, 2.378211, -0.332388], [0.869262, 1.195706, -2.372301], [0.543663, 0.183113, -2.985453], [1.605080, 2.104405, -2.787518], [0.961589, -0.767758, 2.535763], [3.008510, -1.303775, 1.077960], [-1.202600, -0.509776, 1.430721], [3.152019, 0.545103, -1.120509], [-0.236308, -0.755004, -1.173500], [-1.996612, 0.657363, -2.080977], [-2.201997, 1.269743, -0.402403], [-2.623350, -0.369771, -0.845975]], "forces_ev_per_angstrom": [[0.2450, -1.0007, 0.6059], [0.2061, -0.1991, 0.5341], [-3.9542, 1.1983, 1.4520], [-2.2452, -0.2037, 0.8050], [-2.0151, 0.3638, -1.0783], [1.6119, -2.5886, -0.5211], [-2.1570, 0.5310, 4.1443], [-0.3431, -0.3298, -0.2816], [0.3876, 1.0113, 0.4729], [1.3995, 0.1889, -1.1635], [0.3394, 1.5441, 0.4461], [-1.2454, -1.0148, 0.5623], [0.5208, 0.0393, -0.5873], [-0.2661, 0.7666, -0.1959], [2.7628, 0.0911, -1.0823], [0.8267, 0.4357, -1.1043], [1.4282, -0.7665, -0.8404], [0.7595, 0.2872, -0.9655], [0.3176, -0.7590, -1.1133], [1.4210, 0.4048, -0.0892]]}